[1]
141
Properties=species:S:1:pos:R:3 method="wB97M-V/def2-TZVPD" total_charge=+2 homo_lumo_gap_ev="5.400 / 4.461" e_above_lowest_kcal_mol=28.5 e_homo_ev="-12.55 / -12.42"
Pb -0.58 -0.24 -0.06
C -3.88 0.84 1.68
N -3.07 0.62 2.82
C -1.97 1.49 3.05
P -0.28 0.69 2.61
C 0.89 2.02 3.02
C 2.16 1.65 3.47
C 3.13 2.60 3.69
C 2.85 3.94 3.47
C 1.59 4.32 3.06
C 0.61 3.37 2.82
C 0.00 -0.41 4.04
C 0.16 0.16 5.30
C 0.37 -0.64 6.40
C 0.43 -2.02 6.26
C 0.28 -2.59 5.00
C 0.07 -1.79 3.89
C -3.30 -0.47 3.66
C -2.96 -0.43 5.01
C -3.21 -1.52 5.83
C -3.80 -2.66 5.31
C -4.15 -2.70 3.97
C -3.91 -1.62 3.15
P -3.31 0.10 0.00
C -4.35 -1.35 -0.38
C -3.78 -2.62 -0.23
C -4.47 -3.74 -0.65
C -5.72 -3.61 -1.24
C -6.30 -2.36 -1.36
C -5.62 -1.23 -0.94
C -3.98 1.30 -1.20
C -3.61 1.05 -2.52
C -4.05 1.88 -3.54
C -4.87 2.96 -3.25
C -5.26 3.19 -1.94
C -4.81 2.38 -0.91
H -3.89 1.91 1.47
H -4.90 0.47 1.86
H -1.91 1.81 4.09
H -2.05 2.36 2.40
H 2.38 0.60 3.61
H 4.12 2.29 4.02
H 3.63 4.68 3.60
H 1.36 5.36 2.92
H -0.37 3.69 2.49
H 0.12 1.23 5.42
H 0.50 -0.19 7.37
H 0.60 -2.65 7.12
H 0.35 -3.66 4.91
H -0.03 -2.23 2.91
H -2.54 0.46 5.45
H -2.96 -1.46 6.87
H -4.00 -3.51 5.95
H -4.62 -3.58 3.56
H -4.19 -1.67 2.11
H -2.80 -2.71 0.23
H -4.04 -4.73 -0.54
H -6.25 -4.48 -1.59
H -7.28 -2.26 -1.80
H -6.07 -0.25 -1.04
H -2.97 0.21 -2.75
H -3.75 1.69 -4.55
H -5.22 3.61 -4.04
H -5.92 4.01 -1.71
H -5.13 2.59 0.09
C -1.19 5.27 -3.65
C 0.13 4.96 -2.94
N -0.11 4.31 -1.66
C -0.10 5.10 -0.45
C -1.49 5.62 -0.09
C -0.36 3.01 -1.66
S -0.92 2.35 -0.13
N -0.26 2.37 -2.79
C -0.33 1.10 -3.16
O -0.60 0.10 -2.45
C -0.04 0.93 -4.60
C -0.26 1.99 -5.48
C 0.01 1.84 -6.83
C 0.53 0.65 -7.30
C 0.75 -0.41 -6.44
C 0.45 -0.28 -5.09
H -0.99 5.61 -4.66
H -1.74 6.04 -3.12
H -1.80 4.38 -3.70
H 0.69 5.88 -2.77
H 0.73 4.29 -3.56
H 0.58 5.94 -0.60
H 0.29 4.47 0.35
H -1.84 6.35 -0.82
H -1.45 6.11 0.89
H -2.20 4.80 -0.04
H -0.65 2.91 -5.10
H -0.18 2.66 -7.51
H 0.76 0.54 -8.35
H 1.16 -1.33 -6.82
H 0.63 -1.10 -4.41
O 3.81 0.33 0.42
Cl 2.43 0.46 0.33
O 1.98 1.78 0.45
O 1.94 -0.09 -0.92
O 1.80 -0.36 1.35
C -1.56 -5.29 1.49
C -0.10 -5.62 1.25
C 0.06 -6.94 0.53
C 0.65 -5.63 2.56
Sb 0.74 -3.86 -0.11
C -0.01 -4.22 -2.34
C -1.02 -3.14 -2.64
C 1.23 -4.07 -3.20
C -0.63 -5.59 -2.46
C 3.08 -3.75 0.22
C 3.25 -3.24 1.63
C 3.64 -2.80 -0.80
C 3.56 -5.16 0.00
H -2.05 -6.17 1.91
H -2.07 -5.04 0.56
H -1.67 -4.47 2.19
H -0.08 -7.74 1.26
H 1.05 -7.06 0.09
H -0.69 -7.07 -0.24
H 0.13 -6.29 3.26
H 0.70 -4.64 3.01
H 1.66 -6.02 2.45
H -0.62 -2.14 -2.45
H -1.94 -3.27 -2.06
H -1.30 -3.19 -3.69
H 1.68 -3.08 -3.08
H 0.96 -4.19 -4.25
H 1.96 -4.84 -2.97
H -1.49 -5.70 -1.80
H 0.09 -6.38 -2.27
H -0.99 -5.72 -3.48
H 2.80 -2.26 1.75
H 4.31 -3.14 1.84
H 2.83 -3.93 2.36
H 3.10 -1.86 -0.85
H 3.67 -3.24 -1.80
H 4.67 -2.54 -0.53
H 3.19 -5.85 0.76
H 4.65 -5.17 0.06
H 3.29 -5.54 -0.98


[2]
15
Properties=species:S:1:pos:R:3 method="wB97M-V/def2-TZVPD" homo_lumo_gap_ev=10.504 e_above_lowest_kcal_mol=9.3 e_homo_ev=-10.77
C -0.10 0.38 2.19
C -0.12 -0.92 0.00
C -0.57 1.09 -1.75
C 0.31 -0.92 1.91
N -0.57 1.38 2.47
O 1.40 1.13 0.08
O 1.56 -0.42 -1.80
S 0.76 0.28 -0.86
Br 0.10 2.27 -3.15
Br -0.77 -2.32 2.71
H -0.05 -1.94 -0.48
H -1.17 -0.61 0.02
H -1.21 1.52 -1.05
H -0.97 0.20 -2.35
H 1.42 -1.11 2.06


[3]
91
Properties=species:S:1:pos:R:3 method="wB97M-V/def2-TZVPD" spin_multiplicity=4 homo_lumo_gap_ev="5.621 / 5.237" e_above_lowest_kcal_mol=42.4 s_squared=3.763 e_homo_ev="-5.56 / -7.69"
Pd 0.02 0.00 0.13
C 5.13 -2.27 1.76
C 3.87 -3.08 1.48
O 3.27 -2.73 0.21
P 2.11 -1.61 0.10
S 2.95 0.19 0.21
S 0.67 -2.09 1.38
O 1.67 -1.86 -1.43
C 1.93 -3.04 -2.21
C 3.33 -3.09 -2.77
H 5.57 -2.62 2.69
H 4.90 -1.21 1.85
H 5.85 -2.40 0.96
H 3.14 -2.95 2.27
H 4.11 -4.14 1.39
H 1.21 -2.98 -3.02
H 1.72 -3.93 -1.60
H 3.55 -2.17 -3.32
H 3.41 -3.93 -3.46
H 4.07 -3.20 -1.98
C 1.03 1.77 -2.31
C 1.58 2.73 -1.26
Ge 0.96 2.28 0.65
C 2.38 3.22 1.77
C 2.73 4.61 1.26
C -0.49 3.69 0.56
C -1.74 3.45 0.19
Ge -2.00 1.47 -0.18
C -2.81 1.16 1.71
C -1.86 0.64 2.79
C -3.48 1.11 -1.56
C -4.56 2.12 -1.94
C -2.80 4.48 0.17
C -2.48 5.80 -0.19
C -3.47 6.77 -0.26
C -4.78 6.46 0.06
C -5.10 5.17 0.45
C -4.12 4.19 0.51
H 1.54 1.89 -3.28
H -0.04 1.93 -2.48
H 1.19 0.73 -2.01
H 1.30 3.76 -1.51
H 2.67 2.68 -1.23
H 3.26 2.57 1.76
H 2.02 3.27 2.80
H 3.11 4.57 0.23
H 3.51 5.06 1.88
H 1.87 5.28 1.28
H -0.11 4.69 0.81
H -3.63 0.45 1.55
H -3.23 2.10 2.06
H -1.39 -0.30 2.50
H -2.40 0.46 3.73
H -1.08 1.36 3.00
H -3.94 0.18 -1.22
H -2.91 0.87 -2.47
H -5.31 2.23 -1.16
H -5.07 1.78 -2.84
H -4.14 3.11 -2.14
H -1.46 6.05 -0.45
H -3.21 7.78 -0.56
H -5.55 7.21 -0.01
H -6.13 4.92 0.70
H -4.37 3.19 0.82
C -1.52 -1.61 -2.57
C -2.24 -1.95 -1.32
N -1.97 -1.47 -0.12
C -2.87 -2.03 0.75
C -3.71 -2.85 0.07
N -3.30 -2.80 -1.25
C -3.90 -3.56 -2.33
N -3.95 -4.95 -2.02
N -5.12 -5.54 -1.66
N -4.92 -6.77 -1.41
C -3.58 -7.05 -1.59
C -2.86 -8.24 -1.45
C -1.51 -8.18 -1.72
C -0.88 -6.99 -2.11
C -1.58 -5.81 -2.25
C -2.94 -5.87 -1.98
H -0.69 -0.95 -2.32
H -2.16 -1.09 -3.28
H -1.12 -2.50 -3.06
H -2.84 -1.83 1.80
H -4.55 -3.46 0.38
H -3.32 -3.40 -3.23
H -4.93 -3.24 -2.49
H -3.34 -9.15 -1.15
H -0.91 -9.08 -1.62
H 0.19 -7.00 -2.32
H -1.09 -4.89 -2.54


[4]
91
Properties=species:S:1:pos:R:3 method="wB97M-V/def2-TZVPD" total_charge=+2 homo_lumo_gap_ev="3.814 / 3.871" e_above_lowest_kcal_mol=101.4 e_homo_ev="-12.77 / -12.80"
Ir -0.84 -0.59 -0.23
Br -8.16 -1.89 1.74
C -6.45 -1.87 0.95
C -5.32 -1.98 1.76
C -4.06 -1.94 1.20
C -3.93 -1.82 -0.18
C -5.06 -1.71 -0.99
C -6.32 -1.73 -0.42
N -2.64 -1.78 -0.79
C -2.41 -2.61 -1.73
C -1.14 -2.64 -2.44
C -0.93 -3.51 -3.49
C 0.31 -3.52 -4.12
C 1.29 -2.65 -3.68
C 1.00 -1.80 -2.62
N -0.18 -1.79 -2.01
H -5.44 -2.09 2.83
H -3.19 -2.01 1.82
H -4.96 -1.60 -2.06
H -7.20 -1.64 -1.04
H -3.17 -3.33 -2.02
H -1.72 -4.17 -3.81
H 0.50 -4.19 -4.94
H 2.27 -2.62 -4.14
H 1.74 -1.09 -2.27
C 1.03 5.27 -0.86
Se 0.25 3.95 0.33
C -1.41 3.69 -0.65
C -1.29 2.99 -1.98
Se -0.96 1.03 -2.21
C -2.72 0.66 -2.94
H 0.40 6.16 -0.88
H 1.17 4.88 -1.87
H 2.00 5.53 -0.45
H -1.81 4.69 -0.85
H -2.11 3.21 0.02
H -0.46 3.42 -2.56
H -2.19 3.13 -2.57
H -2.84 1.25 -3.84
H -3.49 0.90 -2.21
H -2.76 -0.40 -3.20
O -0.81 -1.76 1.45
N -0.73 -3.05 1.29
O -0.47 -3.35 0.16
C 1.28 -0.19 4.17
Ge 2.48 0.61 2.88
C 2.42 2.55 2.85
C 4.27 -0.14 2.90
Ge 1.53 -0.10 0.26
C 2.49 -1.79 0.56
C 2.29 -2.58 1.69
C 2.94 -3.79 1.85
C 3.81 -4.24 0.86
C 4.03 -3.48 -0.27
C 3.40 -2.25 -0.42
C 2.77 1.07 -0.72
C 2.37 1.97 -1.71
C 3.29 2.72 -2.42
C 4.64 2.62 -2.12
C 5.06 1.77 -1.11
C 4.14 1.00 -0.42
H 1.67 0.12 5.14
H 1.31 -1.28 4.14
H 0.26 0.16 4.08
H 2.97 2.88 3.72
H 1.40 2.93 2.91
H 2.90 2.94 1.95
H 4.55 -0.26 3.95
H 4.98 0.54 2.44
H 4.30 -1.11 2.42
H 1.62 -2.25 2.47
H 2.77 -4.38 2.74
H 4.32 -5.19 0.99
H 4.71 -3.83 -1.04
H 3.60 -1.67 -1.30
H 1.32 2.08 -1.93
H 2.96 3.38 -3.20
H 5.36 3.22 -2.66
H 6.11 1.70 -0.86
H 4.49 0.32 0.34
F -4.04 2.95 3.51
C -3.30 2.24 2.67
C -1.95 2.08 2.93
C -1.20 1.34 2.03
C -1.77 0.73 0.90
C -3.14 0.98 0.66
C -3.91 1.72 1.54
H -1.52 2.53 3.81
H -0.14 1.24 2.21
H -3.62 0.60 -0.23
H -4.97 1.89 1.36